C15H18N4O4S2 in the gas phase in a non-equilibrium geometry, computed with the ωB97M-V functional and the def2-TZVPD basis.

Atoms and positions in Å:
C -4.843 -2.383 -2.215
C -4.121 -1.525 -1.255
N -3.176 -0.717 -1.552
N -2.669 -0.040 -0.532
C -3.221 -0.314 0.596
N -2.908 0.230 1.806
C -1.920 1.153 2.095
O -1.797 1.557 3.224
C -1.065 1.563 0.945
C -1.371 2.694 0.200
C -0.552 3.073 -0.847
C 0.594 2.352 -1.166
C 1.479 2.746 -2.299
C 0.895 1.238 -0.389
S 2.390 0.310 -0.761
O 2.237 -0.326 -2.038
O 3.513 1.193 -0.584
N 2.381 -0.875 0.433
C 2.557 -2.241 -0.022
C 4.043 -2.555 -0.208
O 4.764 -2.307 0.979
C 4.650 -0.956 1.372
C 3.186 -0.569 1.602
C 0.082 0.837 0.650
S -4.506 -1.521 0.473
H -4.716 -3.433 -1.953
H -4.448 -2.207 -3.211
H -5.908 -2.157 -2.199
H -3.472 -0.058 2.598
H -2.253 3.269 0.436
H -0.805 3.946 -1.431
H 1.561 1.919 -3.002
H 1.094 3.623 -2.811
H 2.483 2.949 -1.930
H 2.024 -2.343 -0.966
H 2.121 -2.906 0.730
H 4.196 -3.610 -0.443
H 4.434 -1.932 -1.027
H 5.227 -0.858 2.293
H 5.068 -0.298 0.598
H 3.106 0.500 1.794
H 2.776 -1.130 2.449
H 0.344 -0.039 1.220

## Properties
- Spin multiplicity: 1
- HOMO: -9.2 eV
- SMILES: Cc1nnc(NC(=O)c2ccc(C)c(S(=O)(=O)N3CCOCC3)c2)s1
- E_LUMO: 0.294 eV
- Largest force on an atom: 1.63 eV/A

What are the Mulliken partial charges on each atom? They are as follows, in elementary charge units:
1 C -0.97
2 C 0.53
3 N -1.00
4 N 0.36
5 C 0.49
6 N -0.05
7 C -0.35
8 O -0.61
9 C -0.31
10 C -0.46
11 C -1.14
12 C 0.96
13 C -1.78
14 C 0.94
15 S 1.41
16 O -0.71
17 O -0.70
18 N -0.08
19 C -0.79
20 C -0.48
21 O -0.43
22 C -0.60
23 C -0.78
24 C -0.01
25 S -0.25
26 H 0.29
27 H 0.30
28 H 0.30
29 H 0.24
30 H 0.46
31 H 0.37
32 H 0.36
33 H 0.40
34 H 0.36
35 H 0.52
36 H 0.39
37 H 0.37
38 H 0.34
39 H 0.38
40 H 0.32
41 H 0.44
42 H 0.45
43 H 0.53

C15H18N5O2STeZn as an isolated structure, computed with the ωB97M-V functional and the def2-TZVPD basis.

Atoms and positions in Å:
Zn -1.143 0.062 -0.139
N 0.070 1.329 3.540
C 0.024 0.044 4.037
C -0.104 -0.767 2.954
N -0.131 0.001 1.813
C -0.035 1.256 2.199
C -0.066 2.321 1.202
N -0.177 2.020 -0.077
C -0.222 3.215 -0.759
C -0.116 4.242 0.123
N -0.017 3.657 1.368
H 0.128 2.161 4.101
H 0.085 -0.170 5.091
H -0.178 -1.841 2.918
H -0.319 3.256 -1.833
H -0.109 5.312 -0.015
H 0.046 4.158 2.238
O 1.344 -2.894 -1.025
C 1.129 -1.643 -1.281
O -0.004 -1.171 -1.210
C 2.364 -0.833 -1.656
N 3.476 -1.763 -1.891
C 4.660 -1.311 -1.133
C 4.037 -0.673 0.099
C 2.821 0.063 -0.477
H 2.096 -0.234 -2.525
H 3.667 -1.910 -2.873
H 2.316 -3.001 -1.232
H 5.238 -0.571 -1.690
H 5.309 -2.153 -0.906
H 4.726 0.000 0.607
H 3.727 -1.444 0.809
H 3.112 1.042 -0.859
H 2.024 0.213 0.251
Te -3.507 0.591 0.493
C -4.673 -0.586 -0.782
C -5.600 -1.507 -0.390
C -6.312 -2.073 -1.492
C -5.909 -1.568 -2.689
S -4.677 -0.397 -2.485
H -5.757 -1.781 0.646
H -7.081 -2.828 -1.392
H -6.262 -1.826 -3.679

## Properties
- Spin multiplicity: 1
- HOMO: -9.8 eV
- E_LUMO: -2.798 eV
- Largest force on an atom: 0.25 eV/A
- Net charge: +1

What are the Mulliken partial charges on each atom? They are as follows, in elementary charge units:
1 Zn 0.31
2 N -0.12
3 C -0.36
4 C -0.51
5 N 0.08
6 C 0.10
7 C 0.22
8 N 0.07
9 C -0.48
10 C -0.35
11 N -0.13
12 H 0.18
13 H 0.42
14 H 0.49
15 H 0.47
16 H 0.42
17 H 0.18
18 O -0.45
19 C 0.06
20 O -0.53
21 C 0.47
22 N -0.56
23 C -0.62
24 C -0.72
25 C 0.13
26 H 0.39
27 H 0.23
28 H 0.48
29 H 0.33
30 H 0.36
31 H 0.42
32 H 0.27
33 H 0.40
34 H -0.47
35 Te 0.07
36 C 0.06
37 C -0.43
38 C -0.44
39 C -0.43
40 S -0.12
41 H 0.38
42 H 0.35
43 H 0.39

C15H18N6O3PtS as an isolated structure, computed with the ωB97M-V functional and the def2-TZVPD basis.

Atoms and positions in Å:
Pt -0.439 -0.233 0.543
N -3.147 3.315 1.575
C -2.182 4.282 1.777
C -0.987 3.630 1.693
N -1.195 2.289 1.468
C -2.484 2.139 1.400
C -3.099 0.846 1.054
N -2.499 -0.103 0.354
C -3.376 -1.171 0.322
C -4.512 -0.851 0.982
N -4.319 0.437 1.446
H -4.133 3.479 1.472
H -2.440 5.313 1.942
H 0.007 4.038 1.773
H -3.124 -2.077 -0.202
H -5.419 -1.397 1.163
H -4.939 0.941 2.056
C 0.219 -1.581 -3.881
C 0.766 -1.312 -2.487
C 2.227 -1.735 -2.386
O -0.028 -2.053 -1.553
C 0.663 0.210 -2.226
O 1.258 0.923 -3.019
O -0.039 0.714 -1.245
H 0.346 -2.638 -4.124
H 0.739 -0.969 -4.616
H -0.845 -1.344 -3.918
H 2.364 -2.721 -2.837
H 2.543 -1.785 -1.341
H 2.859 -1.020 -2.910
H 0.462 -2.806 -1.212
C 2.903 0.966 -0.040
C 2.660 -0.142 0.932
C 3.699 -0.777 1.598
C 3.393 -1.783 2.494
N 2.151 -2.170 2.791
C 1.200 -1.522 2.139
S -0.527 -1.721 2.264
N 1.415 -0.553 1.207
H 3.573 1.700 0.411
H 1.981 1.449 -0.348
H 3.390 0.581 -0.936
H 4.723 -0.483 1.415
H 4.193 -2.306 3.009

## Properties
- Spin multiplicity: 1
- HOMO: -7.3 eV
- E_LUMO: -0.024 eV
- Largest force on an atom: 0.94 eV/A

What are the Mulliken partial charges on each atom? They are as follows, in elementary charge units:
1 Pt 1.05
2 N -0.13
3 C -0.42
4 C -0.50
5 N -0.13
6 C 0.04
7 C 0.32
8 N -0.05
9 C -0.38
10 C -0.54
11 N -0.10
12 H 0.20
13 H 0.42
14 H 0.41
15 H 0.47
16 H 0.42
17 H 0.21
18 C -1.85
19 C 1.87
20 C -1.66
21 O -0.51
22 C 0.01
23 O -0.66
24 O -0.82
25 H 0.40
26 H 0.36
27 H 0.41
28 H 0.46
29 H 0.28
30 H 0.35
31 H 0.31
32 C -1.33
33 C 0.99
34 C -0.82
35 C -0.09
36 N -0.62
37 C 0.32
38 S -0.51
39 N 0.05
40 H 0.51
41 H 0.22
42 H 0.22
43 H 0.42
44 H 0.41

A 3-piece molecular cluster, C15H19BBrF2IOP overall in a non-equilibrium geometry, computed with the ωB97M-V functional and the def2-TZVPD basis.

Atoms and positions in Å:
C 2.551 -6.292 -0.049
C 1.044 -5.971 -0.155
I 0.036 -7.520 1.006
C 0.731 -4.564 0.388
B -0.432 -3.714 -0.396
P -2.195 -4.460 -0.660
O -1.959 -5.958 -1.436
Br -2.996 -5.103 1.412
H 2.722 -7.307 0.287
H 2.993 -5.656 0.709
H 3.050 -6.153 -1.004
H 0.716 -6.058 -1.179
H 0.558 -4.639 1.460
H 1.663 -4.010 0.264
H -0.090 -3.380 -1.520
H -0.660 -2.689 0.219
H -2.258 -6.658 -0.831
F -2.282 -1.259 1.828
C -2.025 0.047 1.720
C -1.281 0.491 0.644
C -1.016 1.848 0.527
C -1.485 2.738 1.486
C -2.227 2.269 2.562
C -2.506 0.915 2.682
H -0.921 -0.225 -0.084
H -0.440 2.206 -0.309
H -1.272 3.795 1.393
H -2.591 2.960 3.311
H -3.088 0.529 3.509
F -0.569 4.246 -1.214
C 0.369 5.200 -1.349
C 1.545 4.895 -2.004
C 2.508 5.884 -2.142
C 2.288 7.152 -1.622
C 1.100 7.434 -0.964
C 0.127 6.455 -0.827
H 1.698 3.899 -2.396
H 3.433 5.662 -2.658
H 3.044 7.918 -1.729
H 0.928 8.420 -0.554
H -0.809 6.655 -0.323

## Properties
- Spin multiplicity: 1
- HOMO: -3.6 eV
- E_LUMO: 2.188 eV
- Largest force on an atom: 1.14 eV/A
- Net charge: -1

What are the Mulliken partial charges on each atom? They are as follows, in elementary charge units:
1 C -1.20
2 C 0.06
3 I -0.09
4 C -1.02
5 B 0.58
6 P -0.16
7 O -0.46
8 Br -0.38
9 H 0.40
10 H 0.35
11 H 0.27
12 H 0.39
13 H 0.41
14 H 0.20
15 H -0.21
16 H -0.34
17 H 0.24
18 F -0.24
19 C 0.21
20 C -0.53
21 C -0.19
22 C -0.44
23 C -0.31
24 C -0.56
25 H 0.53
26 H 0.42
27 H 0.31
28 H 0.35
29 H 0.41
30 F -0.29
31 C 0.42
32 C -0.40
33 C -0.36
34 C -0.53
35 C -0.34
36 C -0.38
37 H 0.42
38 H 0.35
39 H 0.36
40 H 0.35
41 H 0.41

A 6-piece molecular cluster, C15H19BF5O15 overall in a non-equilibrium geometry, computed with the ωB97M-V functional and the def2-TZVPD basis.

Atoms and positions in Å:
B 0.214 0.008 -0.097
H 1.081 -0.096 -0.731
H 0.106 -0.834 0.569
H 0.461 0.803 0.589
H -0.657 0.278 -0.675
C -2.114 -1.288 -2.253
C -3.060 -0.941 -1.126
O -4.014 -1.949 -1.078
C -3.563 -2.982 -1.822
O -4.003 -4.124 -1.680
O -2.412 -2.640 -2.446
F -3.692 0.254 -1.221
H -1.076 -1.232 -1.926
H -2.349 -0.575 -3.044
H -2.539 -0.915 -0.169
C -2.791 1.671 1.262
C -1.709 2.468 1.938
O -2.372 3.066 3.024
C -3.560 2.558 3.258
O -4.379 2.775 4.237
O -3.760 1.689 2.262
F -1.310 3.343 1.082
H -2.493 0.653 1.010
H -3.118 2.180 0.355
H -0.795 1.967 2.256
C 0.958 -3.751 0.630
C 0.087 -3.785 1.849
O 1.008 -3.679 2.869
C 2.212 -3.989 2.434
O 3.191 -4.043 3.186
O 2.168 -4.238 1.154
F -0.537 -4.981 1.902
H 0.982 -2.687 0.392
H 0.562 -4.499 -0.057
H -0.658 -2.991 1.816
C 0.919 2.165 -2.532
C 0.892 3.350 -1.640
O -0.360 4.027 -1.892
C -0.972 3.348 -2.980
O -2.035 3.608 -3.375
O -0.080 2.488 -3.463
F 1.932 4.066 -1.905
H 0.484 1.337 -1.972
H 1.791 1.855 -3.109
H 0.959 2.984 -0.616
C 3.223 0.126 0.909
C 3.678 0.635 -0.385
O 5.097 0.727 -0.371
C 5.445 0.023 0.756
O 6.585 -0.072 1.022
O 4.411 -0.315 1.429
F 3.295 1.863 -0.618
H 2.634 -0.791 0.874
H 2.752 0.999 1.360
H 3.281 0.086 -1.239

## Properties
- Spin multiplicity: 2
- HOMO (alpha / beta): -11.5 / -11.5 eV
- E_LUMO (alpha / beta): -0.643 / -7.576 eV
- Largest force on an atom: 7.27 eV/A
- Expectation value of S²: 0.75

What are the Mulliken partial charges on each atom? They are as follows, in elementary charge units:
1 B 0.17
2 H -0.10
3 H -0.20
4 H -0.04
5 H -0.39
6 C 0.10
7 C 1.01
8 O -0.38
9 C 0.48
10 O -0.52
11 O -0.35
12 F -0.32
13 H 0.11
14 H 0.32
15 H -0.24
16 C 0.23
17 C 0.53
18 O -0.35
19 C 0.59
20 O -0.58
21 O -0.42
22 F -0.28
23 H -0.28
24 H 0.24
25 H 0.31
26 C 0.41
27 C 0.35
28 O -0.32
29 C 0.68
30 O -0.57
31 O -0.34
32 F -0.32
33 H -0.39
34 H 0.37
35 H 0.21
36 C 0.77
37 C 0.72
38 O -0.41
39 C 0.50
40 O -0.45
41 O -0.42
42 F -0.32
43 H -0.52
44 H 0.31
45 H 0.08
46 C 0.25
47 C 0.53
48 O -0.38
49 C 0.47
50 O -0.49
51 O -0.35
52 F -0.32
53 H -0.20
54 H 0.23
55 H 0.27

Q: Look up the spin multiplicity of the second one.
A: 1